Entry 1:
{
  "formula": "CH4ClNOS2",
  "method": "wB97M-V/def2-TZVPD",
  "symbols": ["C", "N", "O", "S", "S", "Cl", "H", "H", "H", "H"],
  "coordinates": [[2.2908, 0.2046, -0.4967], [-1.2611, -0.1086, -0.9709], [2.1482, -2.4528, -0.4025], [-0.3311, -0.6015, 0.3853], [1.8429, -1.2679, 0.4375], [3.8987, 0.8542, 0.1646], [2.5365, -0.1043, -1.4654], [1.4105, 0.8646, -0.5802], [-1.5000, -0.5707, -1.8468], [-0.9141, 0.8038, -1.2548]],
  "atomic_forces_ev_per_a": [[0.53, 0.31, 1.16], [-1.47, 1.53, -0.42], [-0.66, -0.10, -0.48], [-1.55, -0.39, -1.47], [3.09, -0.56, 1.77], [-1.58, 0.03, -0.41], [0.28, -0.67, -1.46], [0.92, 0.56, 0.51], [0.44, -0.85, 0.67], [0.00, 0.13, 0.14]],
  "lowdin_charge": [-0.79, -0.41, -0.58, 0.71, 0.53, 0.46, 0.02, 0.01, 0.04, 0.01],
  "e_tot_ev": -38827.1190,
  "homo_ev": [-6.59, -8.90],
  "e_above_lowest_kj_mol": 0.0,
  "multiplicity": 3,
  "largest_force_ev_per_a": 3.60,
  "s_squared": 2.013
}



Entry 2:
{
  "formula": "CH4FN2O",
  "method": "wB97M-V/def2-TZVPD",
  "symbols": ["N", "C", "F", "N", "O", "H", "H", "H", "H"],
  "coordinates": [[1.5598, -0.2259, -0.1596], [0.2554, -0.4588, -0.0897], [-0.1273, -1.7016, 0.0635], [-0.6805, 0.5287, -0.0165], [-2.0524, 0.3155, -0.1202], [1.9429, 0.6710, -0.4317], [1.9732, -1.1258, -0.3186], [-0.5185, 1.4409, 0.3059], [-2.3525, 0.5561, 0.7668]],
  "atomic_forces_ev_per_a": [[-2.20, -0.92, -0.16], [-1.60, 1.90, 1.31], [0.24, 1.37, -0.75], [0.41, -2.73, -0.55], [0.94, -0.49, 0.13], [0.15, -0.29, -0.08], [1.49, 0.03, -0.03], [1.18, 1.40, 0.00], [-0.61, -0.26, 0.14]],
  "lowdin_charge": [0.28, -0.29, 0.23, 0.08, 0.08, 0.16, 0.15, 0.16, 0.14],
  "e_tot_ev": -8837.9041,
  "smiles": "N/C(F)=[NH+]/O",
  "homo_ev": -16.19,
  "e_above_lowest_kj_mol": 36.9,
  "charge": 1,
  "largest_force_ev_per_a": 2.82
}



Entry 3:
{
  "formula": "CH4FNO",
  "method": "wB97M-V/def2-TZVPD",
  "symbols": ["N", "C", "O", "F", "H", "H", "H", "H"],
  "coordinates": [[0.5665, -0.5769, -0.4501], [-0.0803, -0.0701, 0.6315], [-0.6479, 1.4429, 0.1333], [-1.1925, -0.8393, 0.8247], [1.4730, -0.2351, -0.7521], [-0.0083, -0.9773, -1.1438], [0.5376, 0.0038, 1.5459], [-0.6481, 1.2520, -0.7893]],
  "atomic_forces_ev_per_a": [[1.96, -0.73, -0.21], [-1.63, 2.82, -1.26], [1.12, -2.85, 3.11], [0.36, 0.59, 0.41], [-0.52, 0.00, 0.35], [-0.52, -0.36, -0.75], [-0.69, 0.58, -0.48], [-0.06, -0.04, -1.16]],
  "lowdin_charge": [0.08, -0.36, -0.11, 0.03, 0.11, 0.09, 0.15, 0.00],
  "e_tot_ev": -7356.0012,
  "smiles": "N[C@@H](O)F",
  "homo_ev": -9.96,
  "e_above_lowest_kj_mol": 64.7,
  "largest_force_ev_per_a": 4.37
}



Entry 4:
{
  "formula": "CH4FNO2",
  "method": "wB97M-V/def2-TZVPD",
  "symbols": ["O", "C", "O", "N", "F", "H", "H", "H", "H"],
  "coordinates": [[0.0352, 1.0645, 0.7263], [0.5274, 0.3310, -0.2422], [1.5507, -0.4902, 0.1119], [-0.8775, -0.5871, -0.7351], [-1.6466, -0.6748, 0.4766], [-0.5235, 0.4709, 1.3282], [0.8904, 0.9902, -1.1075], [1.3905, -1.1369, 0.8055], [-1.3467, 0.0323, -1.3636]],
  "atomic_forces_ev_per_a": [[-1.19, 0.88, 2.92], [-1.66, -1.43, -2.01], [0.75, -0.30, -0.86], [3.65, -0.50, 0.69], [-0.02, 0.38, -0.80], [0.90, 1.21, -1.15], [-0.75, -1.23, 1.07], [-0.59, 0.16, 0.06], [-1.08, 0.83, 0.08]],
  "lowdin_charge": [0.01, -0.46, 0.04, 0.07, -0.16, 0.14, 0.18, 0.11, 0.07],
  "e_tot_ev": -9401.3144,
  "smiles": "OC(O)NF",
  "homo_ev": -10.10,
  "e_above_lowest_kj_mol": 389.6,
  "largest_force_ev_per_a": 3.75
}



Entry 5:
{
  "formula": "CH4FNS",
  "method": "wB97M-V/def2-TZVPD",
  "symbols": ["N", "C", "S", "H", "H", "H", "F", "H"],
  "coordinates": [[-0.3393, 0.8988, -0.2756], [-1.0533, 0.0375, 0.4583], [-1.7862, -1.3193, -0.0967], [-0.2225, 0.7292, -1.2636], [0.0855, 1.7184, 0.1276], [-1.1124, 0.3254, 1.5097], [2.5416, -1.0924, 0.0847], [1.8866, -1.2976, -0.5445]],
  "atomic_forces_ev_per_a": [[0.04, 0.00, -0.05], [-0.06, -0.08, -0.01], [0.20, 0.21, 0.05], [-0.07, 0.04, 0.08], [-0.04, -0.13, 0.00], [-0.01, -0.03, -0.09], [-0.25, -0.02, -0.29], [0.19, 0.01, 0.31]],
  "lowdin_charge": [0.02, -0.82, 0.55, 0.09, 0.10, 0.06, -0.09, 0.07],
  "e_tot_ev": -16144.6464,
  "smiles": "NC=S.F",
  "homo_ev": -8.71,
  "e_above_lowest_kj_mol": 0.0,
  "largest_force_ev_per_a": 0.38
}



Entry 6:
{
  "formula": "CH4FNS2",
  "method": "wB97M-V/def2-TZVPD",
  "symbols": ["C", "N", "S", "S", "F", "H", "H", "H", "H"],
  "coordinates": [[-0.2134, -0.4447, -0.2889], [-0.6724, 0.8161, 0.3009], [0.4505, 1.5964, 1.3009], [-1.9397, 1.4958, -0.2973], [-1.0915, 2.0865, -1.9567], [0.6789, -0.8476, 0.2864], [-1.0570, -1.1274, -0.4231], [0.1170, -0.1428, -1.2938], [1.4342, 2.0786, 0.5265]],
  "atomic_forces_ev_per_a": [[1.17, -0.22, -0.53], [1.06, -0.99, 0.56], [0.14, 0.56, 1.62], [0.37, 1.72, -3.13], [-1.48, -0.72, 2.37], [-1.45, 0.32, -0.62], [0.29, -0.03, 0.36], [0.17, -0.48, 0.15], [-0.26, -0.16, -0.78]],
  "lowdin_charge": [-0.20, -1.06, 0.75, 0.93, -0.53, 0.09, 0.08, 0.08, -0.13],
  "e_tot_ev": -26977.8046,
  "smiles": "CN(S)SF",
  "homo_ev": -9.56,
  "e_above_lowest_kj_mol": 85.2,
  "largest_force_ev_per_a": 3.59
}



Entry 7:
{
  "formula": "CH4FOP",
  "method": "wB97M-V/def2-TZVPD",
  "symbols": ["O", "C", "P", "F", "H", "H", "H", "H"],
  "coordinates": [[1.2574, -0.2163, 0.7218], [0.9517, 0.2343, -0.6325], [-0.8433, 0.5872, -0.8183], [-0.8147, 1.9135, -1.7088], [0.8087, -1.0754, 1.0526], [1.4289, 1.2146, -0.6110], [1.4227, -0.3782, -1.3920], [-0.7656, 1.3296, 0.5133]],
  "atomic_forces_ev_per_a": [[-1.06, -1.87, 0.34], [0.66, 0.30, 1.50], [-0.33, 0.51, 2.16], [0.19, 0.27, -0.54], [0.89, 2.08, -1.46], [0.12, -0.01, -0.45], [-0.10, -0.29, -0.12], [-0.37, -0.99, -1.42]],
  "lowdin_charge": [-0.20, -0.50, 0.83, -0.39, 0.12, 0.08, 0.07, -0.01],
  "e_tot_ev": -15154.9932,
  "smiles": "OCPF",
  "homo_ev": -9.58,
  "e_above_lowest_kj_mol": 157.1,
  "largest_force_ev_per_a": 2.69
}



Entry 8:
{
  "formula": "CH4FP",
  "method": "wB97M-V/def2-TZVPD",
  "symbols": ["C", "F", "P", "H", "H", "H", "H"],
  "coordinates": [[0.7707, -0.1682, 0.2692], [-2.3863, -0.7456, -0.1068], [-0.5585, 1.1078, -0.0175], [0.5381, -0.8892, -0.3594], [0.6082, -0.4121, 1.3716], [1.6704, 0.4689, 0.1004], [-0.6427, 0.6385, -1.2575]],
  "atomic_forces_ev_per_a": [[-0.59, 4.82, 4.78], [2.18, 2.17, 0.30], [-1.57, -2.43, 1.44], [-0.32, -3.65, -2.79], [0.86, -0.05, -1.49], [-0.15, -0.92, 0.10], [-0.41, 0.05, -2.35]],
  "lowdin_charge": [-0.37, -0.57, 1.02, -0.04, 0.06, 0.05, -0.15],
  "e_tot_ev": -13104.3910,
  "homo_ev": -10.68,
  "e_above_lowest_kj_mol": 371.0,
  "largest_force_ev_per_a": 6.81
}



Entry 9:
{
  "formula": "CH4ILiO3P2",
  "method": "wB97M-V/def2-TZVPD",
  "symbols": ["O", "P", "O", "O", "P", "C", "I", "H", "H", "H", "H", "Li"],
  "coordinates": [[-0.2594, -0.0702, 3.0139], [-0.0756, -0.4452, 1.4860], [-1.5446, -0.9608, 0.6864], [1.0868, -1.7671, 1.2454], [0.8741, 1.3053, 0.5002], [-0.0474, 1.4712, -1.2009], [1.3261, 0.4896, -2.6570], [-2.3118, -0.3368, 0.8703], [0.9027, -2.0318, 0.2781], [0.7140, 2.4953, 1.2991], [-1.0518, 0.8674, -1.1091], [0.3869, -1.0169, -4.4123]],
  "atomic_forces_ev_per_a": [[0.44, -1.82, -5.03], [-0.53, 0.54, 4.60], [1.51, 1.11, 1.17], [-3.57, 1.95, -2.05], [0.09, -0.86, -2.19], [-1.23, 0.08, 2.29], [-0.08, -0.28, 0.07], [1.67, -0.92, -0.01], [0.64, 0.31, 1.93], [-0.98, -0.80, -0.33], [2.12, 0.62, -0.58], [-0.07, 0.07, 0.13]],
  "lowdin_charge": [-0.45, 0.47, -0.30, -0.28, 0.54, -0.94, 0.40, 0.09, 0.07, -0.09, -0.09, 0.58],
  "e_tot_ev": -34125.5589,
  "homo_ev": -7.14,
  "largest_force_ev_per_a": 5.37
}



Entry 10:
{
  "formula": "CH4IN2",
  "method": "wB97M-V/def2-TZVPD",
  "symbols": ["C", "N", "N", "I", "H", "H", "H", "H"],
  "coordinates": [[0.1209, 0.4065, 1.4933], [0.1902, -0.0797, 2.5673], [-0.0620, -1.3316, -1.3171], [1.5279, -0.3702, -0.5942], [-0.5806, 1.1182, 1.0743], [0.7096, -0.7476, 3.2044], [-0.4278, -0.9167, -2.1317], [0.3027, -2.2446, -1.6013]],
  "atomic_forces_ev_per_a": [[-0.61, -0.48, 1.32], [1.30, -0.91, 0.29], [0.38, -1.52, 0.99], [0.14, 0.59, 0.31], [0.32, 0.07, -0.65], [-0.86, 1.13, -1.26], [-0.34, 1.01, -1.20], [-0.33, 0.11, 0.19]],
  "lowdin_charge": [-0.18, 0.20, -0.44, 1.17, 0.10, 0.18, -0.02, 0.00],
  "e_tot_ev": -12172.6276,
  "homo_ev": -14.13,
  "e_above_lowest_kj_mol": 318.2,
  "charge": 1,
  "largest_force_ev_per_a": 1.90
}



Entry 11:
{
  "formula": "CH4IN2S",
  "method": "wB97M-V/def2-TZVPD",
  "symbols": ["C", "N", "N", "S", "I", "H", "H", "H", "H"],
  "coordinates": [[-0.2591, -0.0315, 0.3957], [-0.9293, -1.0355, -0.0468], [0.3173, 0.2419, 1.4963], [0.1469, 1.0742, -2.5378], [2.2425, 1.8900, -2.6113], [-1.3985, -1.8471, 0.3481], [-1.1907, -0.9640, -1.0066], [0.2554, -0.4773, 2.2175], [0.8155, 1.1493, 1.7449]],
  "atomic_forces_ev_per_a": [[0.52, 1.86, -3.13], [-0.94, -0.95, -0.55], [0.88, 0.63, 2.11], [-0.32, -0.42, 1.55], [0.25, 0.09, -0.06], [0.45, 0.15, 1.06], [-0.05, 0.05, -0.56], [0.31, 0.37, 0.39], [-1.10, -1.77, -0.80]],
  "lowdin_charge": [-0.25, 0.13, 0.14, -0.07, 0.53, 0.14, 0.06, 0.14, 0.17],
  "e_tot_ev": -23007.5929,
  "homo_ev": [-12.92, -12.75],
  "e_above_lowest_kj_mol": 348.7,
  "charge": 1,
  "largest_force_ev_per_a": 3.68
}



Entry 12:
{
  "formula": "CH4INO2S",
  "method": "wB97M-V/def2-TZVPD",
  "symbols": ["C", "N", "O", "O", "S", "I", "H", "H", "H", "H"],
  "coordinates": [[-2.7155, -0.1044, -0.4064], [-1.7812, -0.7806, 0.0710], [1.4521, 0.7750, 0.0646], [2.2041, -1.4966, -0.4202], [2.4369, -0.4576, 0.5145], [4.6274, 0.5663, -0.0553], [-3.1934, 0.7638, 0.0622], [-1.4524, -0.4755, 0.9866], [-3.1061, -0.3880, -1.3751], [1.5281, 1.5976, 0.5582]],
  "atomic_forces_ev_per_a": [[-0.59, 0.57, -0.09], [0.79, -0.70, 0.30], [-0.10, -0.78, -0.55], [-0.36, -0.69, -0.89], [-0.10, 1.26, 1.13], [0.20, 0.16, -0.05], [0.11, -0.05, 0.09], [-0.21, 0.22, -0.05], [-0.11, -0.04, -0.24], [0.38, 0.04, 0.35]],
  "lowdin_charge": [-0.16, 0.02, -0.39, -0.49, 0.44, 0.38, 0.06, 0.04, 0.05, 0.06],
  "e_tot_ev": -25621.1875,
  "homo_ev": -9.78,
  "e_above_lowest_kj_mol": 62.0,
  "largest_force_ev_per_a": 1.70
}